No. 1
Density functional theory data (ωB97M-V with the def2-TZVPD basis set) for a molecular structure, C13H29F3LaNbO2S2 in a non-equilibrium geometry.

Computed properties:
LUMO energy = -10.79 eV
Total charge = +2

Atoms and positions in Å:
1 C 2.5126 -4.2036 0.9516
2 C 3.5785 -3.0389 0.5251
3 C 2.7788 -2.0421 -0.4375
4 C 3.6830 -0.9707 -1.2103
5 C 4.1459 0.2915 -0.3372
6 C 3.0241 0.8984 0.6330
7 C 2.9070 2.5189 0.5295
8 C 1.9766 3.0067 -0.6762
9 C 0.4604 2.4932 -0.6020
10 C -0.3928 3.1421 0.5935
11 C -1.9768 2.7784 0.5194
12 C -2.2480 1.2522 0.1001
13 Nb -4.5293 0.9167 -0.0440
14 S -4.8178 1.3270 2.4383
15 S -4.2792 -1.5858 0.3422
16 O -2.8516 -1.9304 0.7066
17 O -5.1810 -2.0066 1.4835
18 C -4.8057 -2.6604 -1.1297
19 F -4.9018 -4.0415 -0.6802
20 F -3.7698 -2.5716 -2.2317
21 F -6.0692 -2.2700 -1.6139
22 H 2.5715 -5.1043 0.2513
23 H 2.5620 -4.4638 2.0566
24 H 1.4650 -3.7452 0.7753
25 H 4.4083 -3.5980 -0.0408
26 H 3.9423 -2.5647 1.4986
27 H 1.9175 -1.6049 0.1664
28 H 2.2917 -2.7037 -1.2522
29 H 3.1784 -0.6871 -2.2075
30 H 4.6502 -1.5245 -1.5149
31 H 5.1355 0.0985 0.2224
32 H 4.4039 1.1270 -1.0937
33 H 1.9707 0.5066 0.4577
34 H 3.3601 0.6955 1.7181
35 H 2.4858 2.8742 1.5285
36 H 3.9292 3.0170 0.4044
37 H 2.4080 2.7822 -1.7206
38 H 1.9392 4.1608 -0.6193
39 H -0.0445 2.8536 -1.5783
40 H 0.3604 1.3484 -0.6221
41 H -0.3417 4.2846 0.4287
42 H 0.0231 2.9433 1.6343
43 H -2.4072 2.9263 1.5739
44 H -2.5353 3.4380 -0.2235
45 H -1.7621 0.5371 0.8596
46 H -1.8231 1.0278 -0.9425
47 H -6.3440 0.7786 -0.2063
48 H -4.3997 0.7192 -1.8384
49 H -4.7131 2.7243 -0.2841
50 H -4.7286 0.1155 3.1200
51 La -3.1475 -4.2659 -2.4117

***

No. 2
Density functional theory data (ωB97M-V with the def2-TZVPD basis set) for 7 unconnected molecules or ions with the total composition C13H29F3N8O15 in a non-equilibrium geometry.

Computed properties:
LUMO energy = -0.12 eV
SMILES = [H]/N=C(/C)CN(C[C@H](O)C(F)(F)F)C(=O)O.C[N+](=O)[O-].C[N+](=O)[O-].C[N+](=O)[O-].C[N+](=O)[O-].C[N+](=O)[O-].C[N+](=O)[O-]
Total charge = 0

Atoms and positions in Å:
1 C -1.0066 0.5012 -4.8914
2 C -0.2832 0.2901 -3.5906
3 N 0.4778 -0.7343 -3.4303
4 C -0.4874 1.3650 -2.5399
5 N -0.4427 0.8248 -1.1678
6 C 0.0815 1.7757 -0.1743
7 C 0.8348 1.1429 1.0222
8 O 0.8030 -0.2588 0.9809
9 C 0.3635 1.7207 2.3530
10 F 0.8810 3.0118 2.4809
11 F -1.0055 1.8231 2.5074
12 F 0.8505 0.9638 3.4130
13 C -1.6575 0.2623 -0.7360
14 O -2.0233 0.1911 0.4673
15 O -2.4052 -0.2854 -1.7666
16 H -1.7249 -0.2956 -5.0344
17 H -0.2984 0.5014 -5.7110
18 H -1.4844 1.4756 -4.8934
19 H 0.8807 -0.7521 -2.4919
20 H 0.3071 2.0949 -2.6556
21 H -1.4075 1.9132 -2.7251
22 H -0.7401 2.3949 0.1760
23 H 0.7899 2.4352 -0.6550
24 H 1.8628 1.4681 0.9297
25 H 1.0016 -0.6106 1.8487
26 H -3.0558 0.3657 -2.0359
27 C -2.4943 -2.9054 0.3254
28 N -2.2050 -4.1739 1.0453
29 O -1.0369 -4.4663 1.1746
30 O -3.1308 -4.8225 1.4613
31 H -1.5432 -2.4663 0.0613
32 H -3.0839 -3.1453 -0.5530
33 H -3.0513 -2.2621 0.9966
34 C 5.3622 1.1812 1.6134
35 N 4.4930 0.6803 0.5157
36 O 4.3556 -0.5078 0.4029
37 O 3.9790 1.5151 -0.1950
38 H 5.7465 0.3277 2.1570
39 H 6.1595 1.7572 1.1554
40 H 4.7497 1.8166 2.2455
41 C 1.9512 -3.6433 -0.0563
42 N 2.8485 -3.9156 -1.2097
43 O 3.7190 -4.7452 -1.0700
44 O 2.6516 -3.2888 -2.2233
45 H 2.2406 -4.2798 0.7619
46 H 2.0607 -2.5956 0.1917
47 H 0.9372 -3.8533 -0.3827
48 C -3.5565 3.3698 -7.4135
49 N -2.6547 3.8688 -6.3404
50 O -1.4834 3.9971 -6.6032
51 O -3.1600 4.1071 -5.2672
52 H -2.9626 3.1977 -8.3017
53 H -4.0104 2.4527 -7.0526
54 H -4.3127 4.1301 -7.5791
55 C 0.9881 -5.1382 4.3129
56 N 1.5409 -3.7882 4.0284
57 O 1.2948 -2.8912 4.7967
58 O 2.1925 -3.6716 3.0152
59 H 0.4262 -5.0862 5.2364
60 H 0.3544 -5.4055 3.4715
61 H 1.8287 -5.8199 4.3915
62 C -1.2457 3.6222 5.2567
63 N -2.4104 4.1279 6.0312
64 O -2.9712 5.1188 5.6283
65 O -2.7184 3.5062 7.0193
66 H -1.0913 4.2738 4.4065
67 H -0.3890 3.6260 5.9227
68 H -1.4799 2.6110 4.9427

***

No. 3
Density functional theory data (ωB97M-V with the def2-TZVPD basis set) for a molecular structure, C13H29FNO8S2 in a non-equilibrium geometry.

Computed properties:
LUMO energy = 2.30 eV
Total charge = -1

Atoms and positions in Å:
1 C -3.2691 -2.3357 4.4881
2 C -3.7832 -1.0987 3.7763
3 F -4.5939 -0.4151 4.6666
4 S -4.7601 -1.5036 2.2845
5 O -5.8843 -2.2675 2.7810
6 O -5.2770 -0.3139 1.6597
7 N -3.8982 -2.4987 1.3252
8 S -2.4304 -1.8831 0.9292
9 O -1.3822 -2.5585 1.6784
10 O -2.4218 -0.4427 1.0904
11 C -2.1990 -2.3920 -0.7859
12 C -1.5712 -1.3179 -1.6978
13 C -0.3756 -0.5422 -1.0727
14 C 0.8038 -0.3102 -2.0401
15 O 0.9413 1.0728 -2.4528
16 C -0.1910 1.4940 -3.0845
17 O -0.7655 2.4238 -2.7096
18 H -2.4083 -2.7830 3.9800
19 H -4.0521 -3.0770 4.6738
20 H -2.9003 -2.0019 5.4696
21 H -2.9826 -0.4112 3.4936
22 H -3.1637 -2.6704 -1.2256
23 H -1.5989 -3.3080 -0.7884
24 H -1.1667 -1.8620 -2.5702
25 H -2.3421 -0.6602 -2.1175
26 H -0.0220 -1.0737 -0.1810
27 H -0.7730 0.4169 -0.7188
28 H 0.8161 -0.9956 -2.9008
29 H 1.7151 -0.5091 -1.4635
30 H -0.5641 0.9109 -3.9491
31 C 5.3589 2.0318 -3.8784
32 C 4.1294 2.5550 -4.6068
33 C 3.6791 3.8929 -4.0389
34 O 3.0700 1.6094 -4.4994
35 H 5.1412 1.8732 -2.8186
36 H 5.6657 1.0685 -4.2894
37 H 6.1954 2.7289 -3.9611
38 H 4.3521 2.6638 -5.6702
39 H 3.4076 3.7934 -2.9845
40 H 2.7927 4.2520 -4.5639
41 H 4.4658 4.6455 -4.1265
42 H 2.8597 1.5020 -3.5616
43 C 0.4705 1.1324 2.4089
44 C 0.6905 0.1783 3.5739
45 C 1.6653 -0.9306 3.2035
46 O -0.5512 -0.3906 3.9653
47 H 0.0429 0.6037 1.5543
48 H -0.2371 1.9157 2.6843
49 H 1.4084 1.6012 2.0980
50 H 1.0736 0.7321 4.4346
51 H 1.2741 -1.5239 2.3724
52 H 1.8066 -1.6123 4.0442
53 H 2.6385 -0.5232 2.9161
54 H -0.8996 -0.8857 3.2061

***

No. 4
Density functional theory data (ωB97M-V with the def2-TZVPD basis set) for a molecular structure, C13H29N2OPSiTi in a non-equilibrium geometry.

Computed properties:
LUMO energy (alpha / beta) = 0.00 / 0.00 eV
Total charge = 0

Atoms and positions in Å:
1 Ti -0.0552 -0.5589 0.7862
2 Si 0.5427 -1.8685 -1.2518
3 P 0.5599 0.7830 -1.3240
4 N -1.7423 0.0518 0.6137
5 H 3.3168 1.6821 0.8907
6 C 0.7710 2.5760 -0.9478
7 H 1.0993 3.0965 -1.8617
8 H 1.5231 2.7398 -0.1654
9 H -0.1787 3.0258 -0.6297
10 C 2.0606 0.6057 -2.3454
11 H 2.0455 1.4213 -3.0802
12 H 2.0809 -0.3541 -2.8754
13 H 2.9565 0.6959 -1.7172
14 C -0.7984 0.9356 -2.5202
15 H -0.4564 1.5736 -3.3456
16 H -1.6618 1.3933 -2.0218
17 H -1.0841 -0.0495 -2.9001
18 C 2.0928 -2.9352 -1.0680
19 H 2.3293 -3.0424 -0.0012
20 H 2.9120 -2.4386 -1.5998
21 H 1.9365 -3.9344 -1.5012
22 H -0.3690 -2.3077 -0.1034
23 H -0.1469 -2.2820 -2.4924
24 C -3.0594 0.0513 0.3732
25 C -5.2981 1.0076 0.6830
26 C -3.9347 1.0457 0.9434
27 C -3.6456 -0.9439 -0.4889
28 C -5.0128 -0.9542 -0.7337
29 C -5.8404 0.0157 -0.1515
30 H -5.9502 1.7579 1.1417
31 H -3.4953 1.8205 1.5856
32 H -2.9884 -1.6997 -0.9398
33 H -5.4281 -1.7331 -1.3758
34 H -6.9123 -0.0027 -0.3351
35 C 3.0162 0.7271 1.3183
36 O 1.6416 0.2548 1.0291
37 C 3.0389 0.9552 2.8160
38 H 3.9800 1.4330 3.1013
39 H 2.9496 0.0102 3.3641
40 H 2.2141 1.6128 3.1024
41 C 4.0923 -0.2523 0.8713
42 H 5.0098 0.3281 0.6898
43 H 3.8431 -0.7648 -0.0627
44 H 4.2753 -0.9881 1.6674
45 N -0.4787 -1.1020 2.9237
46 H -0.6709 -0.2031 3.3754
47 H 0.2545 -1.5404 3.4862
48 H -1.3349 -1.6447 3.0774

***

No. 5
Density functional theory data (ωB97M-V with the def2-TZVPD basis set) for a molecular structure, C13H2Cl5IrN2O7.

Computed properties:
LUMO energy (alpha / beta) = -4.29 / -7.61 eV
Total charge = +1
ΔE to the lowest compared entry with this formula, charge and spin = 15.42 kJ/mol
Spin multiplicity = 6

Atoms and positions in Å:
1 Ir -1.2871 0.3235 0.8630
2 O -1.5345 -3.5201 -0.6403
3 C -0.9876 -2.4917 -0.3970
4 O -1.6121 -1.4929 0.2550
5 C 0.4437 -2.2450 -0.8081
6 C 1.0315 -3.2222 -1.5659
7 C 2.3647 -3.0956 -1.9719
8 C 3.1700 -2.0117 -1.6433
9 C 2.5925 -1.0394 -0.8848
10 C 1.2190 -1.0836 -0.4316
11 O 0.8159 -0.1127 0.2577
12 N 3.3474 0.1559 -0.4847
13 O 3.9155 0.0874 0.5757
14 O 3.2014 1.1217 -1.1923
15 N 2.9552 -4.1816 -2.7945
16 O 4.0987 -4.0190 -3.1476
17 O 2.2153 -5.0827 -3.1055
18 H 0.4706 -4.1024 -1.8500
19 H 4.1962 -1.9660 -1.9822
20 Cl -1.3856 1.1033 3.6638
21 C -2.1068 2.3506 2.6977
22 C -2.0840 2.0666 1.3316
23 C -2.6797 2.9709 0.4475
24 Cl -2.6441 2.5574 -1.2162
25 C -3.2492 4.1444 0.9143
26 Cl -3.9452 5.2554 -0.1758
27 C -3.2438 4.4042 2.2988
28 Cl -3.9411 5.8351 2.8858
29 C -2.6690 3.4957 3.2125
30 Cl -2.6677 3.7946 4.8883

***

No. 6
Density functional theory data (ωB97M-V with the def2-TZVPD basis set) for a molecular structure, C13H30IO3P2Rh in a non-equilibrium geometry.

Computed properties:
LUMO energy (alpha / beta) = -7.06 / -10.41 eV
Total charge = +2
Spin multiplicity = 5

Atoms and positions in Å:
1 C 0.0022 0.3365 -4.8887
2 C 0.0121 1.2349 -3.7196
3 H 0.0064 0.8939 -5.8434
4 H -0.9016 -0.2980 -4.8396
5 H 0.8959 -0.3129 -4.8397
6 O 0.0215 2.4345 -3.7784
7 I -0.0249 -2.7565 -2.0692
8 Rh -0.0007 -0.0836 -1.9487
9 P 2.1055 -0.1674 -0.8339
10 C 2.7909 1.0472 0.3486
11 C 2.3584 -1.7345 0.0412
12 H 3.3875 -1.7885 0.4226
13 H 4.2773 -0.1795 -1.8045
14 H 2.1677 -2.5630 -0.6582
15 H 3.0347 -0.8315 -2.9227
16 H 2.1997 1.0565 1.2725
17 H 1.6277 -1.7841 0.8587
18 C 3.2704 -0.0470 -2.2047
19 H 3.8284 0.7671 0.5842
20 H 3.1738 0.9385 -2.6670
21 H 2.8026 2.0599 -0.0709
22 P -2.1084 -0.1296 -0.8323
23 C -2.7710 1.0955 0.3525
24 C -3.2721 0.0136 -2.2021
25 H -2.2143 -2.5239 -0.6580
26 H -3.4192 -1.7288 0.4239
27 H -1.6597 -1.7556 0.8589
28 C -2.3897 -1.6925 0.0418
29 H -3.0505 -0.7733 -2.9220
30 H -4.2813 -0.1021 -1.8026
31 H -3.8137 0.8352 0.5881
32 H -2.7630 2.1091 -0.0651
33 H -3.1586 0.9980 -2.6630
34 H -2.1793 1.0918 1.2762
35 C 0.0127 1.4236 -0.8198
36 O 0.0198 2.3050 -0.0587
37 C 1.2538 -0.6768 3.4768
38 C 0.0000 0.0685 2.9975
39 C -1.2592 -0.6641 3.4742
40 C 0.0084 1.4889 3.6118
41 O 0.0024 0.0614 1.6828
42 H 1.2485 -0.7410 4.5598
43 H 2.1564 -0.1656 3.1325
44 H 1.2377 -1.6879 3.0716
45 H -1.2583 -0.7276 4.5558
46 H -2.1542 -0.1439 3.1281
47 H -1.2518 -1.6745 3.0704
48 H 0.8994 2.0384 3.2887
49 H -0.8790 2.0450 3.2913
50 H 0.0088 1.3908 4.7023